Record 1
The following is a quantum chemistry calculation of a molecular structure, C27H35N2O2P3Tl in a non-equilibrium geometry, from the OMol25 dataset.

Cartesian coordinates (Å):
Tl 1.52 1.01 0.96
P -0.53 2.53 2.55
P 3.66 -0.57 -0.46
N -0.29 2.76 -0.75
N 1.68 1.27 -2.13
H -0.98 3.27 -2.67
H 0.38 1.42 -3.81
H -1.19 1.57 -2.27
C -0.51 2.42 -2.15
H 1.21 2.91 -3.34
C 0.72 2.00 -2.93
H -2.17 3.62 -0.33
H 2.70 0.74 -3.87
C -1.12 3.36 -0.01
C 2.63 0.64 -2.76
C -0.76 3.93 1.35
C 3.59 -0.23 -2.20
H -1.42 4.71 1.73
H 4.28 -0.65 -2.93
H 5.00 -0.14 -0.23
H 3.82 -2.00 -0.51
H 0.06 3.35 3.53
H -1.84 2.88 3.00
H 2.41 3.30 -0.82
C 2.88 3.92 -0.01
C 4.33 3.53 0.22
C 2.67 5.40 -0.45
O 2.42 3.30 1.14
H 5.02 3.78 -0.59
H 4.72 3.95 1.17
H 4.31 2.45 0.42
H 1.67 5.53 -0.90
H 2.75 6.13 0.38
H 3.40 5.65 -1.26
H 0.11 4.50 1.18
O -0.63 -0.40 -0.26
P -1.20 -1.73 0.17
C -0.81 -3.07 -0.97
C 0.52 -3.23 -1.40
C 0.87 -4.25 -2.28
C -0.11 -5.13 -2.76
C -1.45 -4.97 -2.37
C -1.80 -3.95 -1.47
C -0.63 -2.18 1.82
C -1.29 -1.65 2.94
C -0.77 -1.86 4.23
C 0.43 -2.55 4.39
C 1.10 -3.07 3.27
C 0.57 -2.90 1.99
C -3.00 -1.67 0.33
C -3.66 -0.53 -0.15
C -5.05 -0.41 0.01
C -5.77 -1.43 0.64
C -5.11 -2.57 1.11
C -3.72 -2.69 0.96
H 1.27 -2.52 -1.05
H 1.92 -4.37 -2.58
H 0.18 -5.95 -3.43
H -2.21 -5.65 -2.75
H -2.84 -3.83 -1.18
H -2.21 -1.08 2.81
H -1.29 -1.45 5.09
H 0.84 -2.71 5.39
H 2.03 -3.62 3.39
H 1.08 -3.30 1.12
H -3.06 0.25 -0.61
H -5.53 0.50 -0.36
H -6.85 -1.32 0.75
H -5.69 -3.36 1.60
H -3.23 -3.59 1.35

Results
M: 716.9 g mol⁻¹
total charge: +2
<S²>: 0.785
E_tot: -68181.25831 eV
relative energy (zero: lowest compared OMol25 entry of this formula, charge and spin): 0.131 eV
spin multiplicity: 2


Record 2
The following is a quantum chemistry calculation of 2 unconnected molecules or ions with the total composition C27H35N2O3 in a non-equilibrium geometry, from the OMol25 dataset.

Cartesian coordinates (Å):
C 1.33 0.74 0.18
C 0.77 0.44 -1.28
O -0.46 0.18 -1.40
N 1.64 0.40 -2.52
C 0.95 1.31 -3.49
C 1.54 -1.03 -2.95
C 1.96 -2.11 -1.88
C 1.89 -3.64 -2.14
C 1.38 -4.09 -3.53
C 0.97 -3.01 -4.59
C 1.05 -1.49 -4.34
C 0.42 -3.55 -6.01
O 0.77 -3.03 -7.10
C -0.57 -4.82 -5.90
C -1.85 -4.91 -6.77
C -2.75 -6.17 -6.52
C -2.34 -7.28 -5.49
C -1.05 -7.16 -4.64
C -0.56 -8.26 -3.57
C -0.16 -5.90 -4.83
C 1.18 -5.63 -3.98
O 1.99 -6.54 -3.66
H 1.82 -0.21 0.63
H 0.41 0.93 0.85
H 2.03 1.65 0.22
H 0.75 2.32 -2.95
H -0.09 0.94 -3.83
H 1.55 1.47 -4.45
H 2.32 -1.75 -0.86
H 2.16 -4.42 -1.34
H 0.75 -0.76 -5.15
H -2.14 -4.09 -7.53
H -3.72 -6.31 -7.10
H -3.05 -8.16 -5.40
H 0.22 -8.90 -4.14
H -1.38 -8.98 -3.25
H 0.02 -7.80 -2.70
C -1.58 7.16 4.86
C -1.41 6.23 3.65
C -1.69 4.76 3.95
N -0.49 3.93 4.45
C 0.43 3.61 3.27
C 1.53 2.62 3.65
C 0.97 1.34 4.25
C 0.01 1.63 5.40
C -1.07 2.62 5.01
C 0.27 4.67 5.53
H -0.73 7.11 5.55
H -1.65 8.20 4.53
H -2.49 6.92 5.42
H -0.44 6.39 3.18
H -2.16 6.55 2.92
H -2.03 4.26 3.04
H -2.48 4.66 4.70
H -0.19 3.18 2.48
H 0.86 4.55 2.91
H 2.11 2.37 2.76
H 2.23 3.08 4.36
H 1.78 0.71 4.60
H 0.44 0.78 3.48
H 0.57 1.98 6.27
H -0.46 0.69 5.72
H -1.69 2.89 5.87
H -1.71 2.20 4.23
H -0.45 4.95 6.31
H 0.76 5.53 5.09
H 1.03 4.02 5.96

Results
M: 435.6 g mol⁻¹
total charge: +1
E_tot: -37674.15223 eV
relative energy (zero: lowest compared OMol25 entry of this formula, charge and spin): 11.817 eV


Record 3
The following is a quantum chemistry calculation of a molecular structure, C27H35N2ORu in a non-equilibrium geometry, from the OMol25 dataset.

Cartesian coordinates (Å):
C -1.94 1.98 0.25
C -1.24 2.11 -1.02
C -0.14 3.03 -0.83
C -0.05 3.34 0.54
C -1.05 2.57 1.26
Ru -0.52 0.53 0.51
C 2.20 -0.70 0.99
C 0.74 -0.98 1.50
H 0.44 -1.99 1.28
C -0.07 -0.19 2.39
H 0.37 0.51 3.10
H -1.09 -0.54 2.64
C 3.23 -1.83 1.19
H 2.97 -2.75 0.68
H 4.24 -1.53 0.92
H 3.25 -2.10 2.23
C 2.73 0.24 2.23
H 2.21 1.18 2.37
H 2.62 -0.29 3.16
H 3.77 0.52 2.12
C -1.73 1.60 -2.32
H -2.25 0.65 -2.17
H -2.42 2.30 -2.79
H -0.90 1.42 -3.01
C 0.73 3.55 -1.91
H 1.12 2.73 -2.54
H 0.20 4.23 -2.58
H 1.60 4.08 -1.52
C 0.86 4.33 1.18
H 1.83 4.39 0.66
H 0.43 5.35 1.17
H 1.05 4.07 2.23
C -1.39 2.72 2.70
H -0.47 2.76 3.30
H -1.96 3.64 2.89
H -1.98 1.86 3.03
C -3.24 1.36 0.51
H -3.11 0.67 1.35
H -4.04 2.05 0.77
H -3.55 0.75 -0.35
C 1.96 0.49 -0.07
C 2.58 -0.82 -0.41
C 3.00 1.49 -0.15
C 3.09 -0.85 -1.69
H 0.99 1.04 -0.27
C 3.75 1.47 -1.32
H 2.98 2.28 0.63
C 3.68 0.37 -2.21
H 2.90 -1.66 -2.43
H 4.33 2.37 -1.57
H 4.11 0.43 -3.19
N -2.94 -6.67 -1.94
C -3.55 -5.66 -1.26
O -4.70 -5.75 -0.85
C -2.71 -4.43 -0.99
C -1.32 -4.32 -1.20
C -0.68 -3.11 -0.91
N -1.32 -2.04 -0.39
C -2.64 -2.16 -0.15
C -3.37 -3.32 -0.45
H -3.54 -7.44 -2.21
H -2.10 -6.54 -2.49
H -0.73 -5.17 -1.56
H 0.39 -2.99 -1.09
H -3.15 -1.31 0.30
H -4.44 -3.33 -0.24

Results
M: 504.7 g mol⁻¹
total charge: +1
<S²>: 6.082
E_tot: -36158.11091 eV
relative energy (zero: lowest compared OMol25 entry of this formula, charge and spin): 9.072 eV
spin multiplicity: 5


Record 4
The following is a quantum chemistry calculation of a molecular structure, C27H35N4O5SiW in a non-equilibrium geometry, from the OMol25 dataset.

Cartesian coordinates (Å):
W -0.26 0.27 0.11
N -0.07 2.33 1.34
C 0.69 1.96 2.57
C -0.10 0.90 3.34
N -0.51 -0.21 2.42
C 0.07 -1.53 2.78
C 1.31 -1.79 1.92
N 0.89 -1.74 0.49
H 0.47 3.07 0.86
H -0.94 2.80 1.64
H 0.85 2.84 3.21
H 1.68 1.58 2.27
H -0.99 1.37 3.78
H 0.51 0.53 4.17
H -1.53 -0.30 2.53
H -0.67 -2.32 2.59
H 0.34 -1.58 3.84
H 1.75 -2.76 2.18
H 2.08 -1.02 2.09
H 0.35 -2.60 0.28
H 1.74 -1.81 -0.09
O -2.38 -1.01 -2.98
C -1.46 -0.39 -2.26
O -0.99 -0.99 -1.15
C -0.84 0.82 -2.60
C -0.79 1.54 -3.83
C 0.26 2.39 -4.05
C 1.32 2.52 -3.10
C 1.17 1.91 -1.89
N 0.03 1.19 -1.59
C 2.11 1.75 -0.72
O 3.10 2.36 -0.49
O 1.60 0.78 0.11
H -1.53 1.36 -4.59
H 0.34 2.92 -4.98
H 2.23 3.04 -3.35
C -4.38 -1.09 1.99
C -4.50 0.37 1.53
C -5.97 0.79 1.48
C -3.79 1.26 2.57
Si -3.66 0.64 -0.19
O -2.06 0.65 0.24
C -3.88 2.36 -0.95
C -2.81 3.26 -0.96
C -3.00 4.58 -1.33
C -4.26 5.03 -1.70
C -5.32 4.14 -1.76
C -5.13 2.82 -1.39
C -4.35 -0.60 -1.54
C -3.80 -0.55 -2.92
C -4.51 -1.30 -3.97
C -5.68 -1.95 -3.72
C -6.17 -1.97 -2.41
C -5.52 -1.29 -1.36
H -4.62 -1.17 3.05
H -3.37 -1.48 1.82
H -5.08 -1.73 1.46
H -6.48 0.46 2.38
H -6.50 0.38 0.63
H -6.05 1.87 1.42
H -4.48 1.50 3.37
H -3.45 2.20 2.13
H -2.94 0.74 3.00
H -1.82 2.90 -0.66
H -2.17 5.28 -1.32
H -4.41 6.07 -1.95
H -6.29 4.48 -2.07
H -5.96 2.13 -1.42
H -3.78 0.51 -3.24
H -4.06 -1.32 -4.95
H -6.19 -2.48 -4.51
H -7.07 -2.54 -2.19
H -5.97 -1.35 -0.39

Results
M: 707.5 g mol⁻¹
total charge: +3
E_tot: -54444.38079 eV
relative energy (zero: lowest compared OMol25 entry of this formula, charge and spin): 3.443 eV


Record 5
The following is a quantum chemistry calculation of 4 unconnected molecules or ions with the total composition C27H35N4O9PS2 in a non-equilibrium geometry, from the OMol25 dataset.

Cartesian coordinates (Å):
C -1.73 -5.47 1.39
C -2.19 -5.73 -0.01
O -2.94 -6.59 -0.35
O -1.61 -4.88 -0.97
C -2.37 -3.81 -1.31
O -3.39 -3.56 -0.75
C -1.76 -2.99 -2.44
C -0.76 -2.00 -1.90
C -1.19 -0.81 -1.31
S -2.96 -0.52 -1.24
C -0.30 0.14 -0.75
C -0.89 1.38 -0.13
C -1.32 1.18 1.35
C -0.33 0.50 2.30
C -0.37 -1.03 2.26
C -0.67 0.95 3.73
C 1.07 -0.14 -0.82
S 2.35 1.00 -0.25
C 3.07 0.33 1.24
O 3.36 1.00 -1.28
O 1.84 2.30 0.09
C 1.52 -1.32 -1.40
C 0.63 -2.23 -1.96
C 1.23 -3.44 -2.64
O 0.67 -4.52 -2.63
C 2.53 -3.22 -3.33
P 3.01 -4.13 -4.87
O 2.27 -5.54 -4.63
O 1.97 -3.37 -5.91
C 3.39 -2.34 -2.79
C 4.75 -1.98 -3.37
N 5.45 -0.85 -2.79
C 2.97 -1.72 -1.50
O 3.74 -1.61 -0.58
H -0.73 -5.03 1.40
H -1.74 -6.40 1.94
H -2.43 -4.77 1.85
H -2.59 -2.48 -2.92
H -1.30 -3.66 -3.16
H -3.01 0.53 -2.07
H -1.82 1.56 -0.65
H -0.29 2.27 -0.28
H -1.63 2.15 1.75
H -2.22 0.56 1.30
H 0.67 0.89 2.10
H 0.58 -1.47 2.59
H -1.13 -1.40 2.95
H -0.60 -1.44 1.27
H -1.61 0.45 4.02
H -0.85 2.02 3.76
H 0.09 0.63 4.44
H 2.54 -0.55 1.58
H 3.03 1.12 1.99
H 4.10 0.07 1.01
H 1.31 -5.53 -4.77
H 2.52 -2.97 -6.59
H 4.56 -1.73 -4.42
H 5.39 -2.86 -3.39
H 4.83 -0.10 -2.52
H 6.01 -1.12 -2.00
C -5.55 2.22 1.27
C -4.50 2.73 0.40
N -3.66 3.13 -0.27
H -6.42 2.87 1.22
H -5.83 1.22 0.97
H -5.19 2.20 2.30
C 0.81 4.74 2.58
C -0.37 4.77 3.43
N -1.31 4.81 4.09
H 0.51 4.57 1.55
H 1.32 5.70 2.64
H 1.48 3.94 2.88
C -1.46 8.74 2.64
C -0.12 8.23 2.37
N 0.93 7.82 2.18
H -1.42 9.81 2.82
H -2.10 8.55 1.78
H -1.88 8.24 3.51

Results
M: 654.7 g mol⁻¹
total charge: 0
E_tot: -83913.35364 eV
SMILES: CC(=O)OC(=O)Cc1c(S)c(CCC(C)C)c(S(C)(=O)=O)c2c1C(=O)C(P(O)O)=C(CN)C2=O.CC#N.CC#N.CC#N


Record 6
The following is a quantum chemistry calculation of a molecular structure, C27H35N5O3P2Pb in a non-equilibrium geometry, from the OMol25 dataset.

Cartesian coordinates (Å):
Pb 0.28 -0.47 4.10
C 3.18 1.78 -4.52
C 2.00 2.23 -4.06
C 0.64 1.93 -4.60
C 0.50 0.65 -5.46
C 0.90 -0.62 -4.76
C 2.11 -1.16 -4.66
C 3.39 -0.66 -5.27
C 3.43 0.83 -5.66
C -0.53 -2.48 4.66
H 4.10 2.16 -4.06
H 2.00 2.98 -3.26
H 0.28 2.78 -5.21
H -0.06 1.85 -3.76
H -0.57 0.55 -5.71
H 1.03 0.79 -6.42
H 0.04 -1.15 -4.32
H 2.22 -2.13 -4.15
H 3.63 -1.25 -6.17
H 4.21 -0.85 -4.56
H 4.46 1.03 -6.00
H 2.78 1.01 -6.52
H 0.07 -2.74 5.54
H -0.47 -3.27 3.92
H -1.59 -2.36 4.94
P -1.22 -1.50 1.46
P -0.44 1.48 1.77
N -0.29 -2.87 0.86
N -2.83 -2.23 1.46
N 1.11 1.79 0.99
N -0.89 3.11 2.20
C -1.29 -0.45 -0.05
C -1.49 1.05 0.33
C 0.96 -3.19 1.41
C 1.51 -4.23 0.68
C 0.58 -4.57 -0.36
C -0.51 -3.72 -0.23
C -3.24 -3.16 2.45
C -4.61 -3.33 2.36
C -5.09 -2.50 1.29
C -3.98 -1.83 0.76
C 2.32 1.50 1.65
C 3.36 1.73 0.77
C 2.80 2.19 -0.47
C 1.42 2.21 -0.30
C -0.75 4.35 1.54
C -1.45 5.31 2.26
C -2.04 4.66 3.40
C -1.68 3.32 3.35
H -2.10 -0.80 -0.70
H -0.34 -0.59 -0.59
H -1.24 1.72 -0.51
H -2.55 1.23 0.63
H 1.33 -2.66 2.28
H 2.48 -4.68 0.85
H 0.72 -5.34 -1.11
H -1.44 -3.66 -0.79
H -2.51 -3.59 3.12
H -5.21 -3.96 3.00
H -6.12 -2.38 0.99
H -3.92 -1.12 -0.05
H 2.33 1.15 2.68
H 4.41 1.58 0.97
H 3.33 2.44 -1.37
H 0.63 2.48 -1.00
H -0.14 4.42 0.65
H -1.54 6.36 2.01
H -2.66 5.13 4.15
H -1.88 2.50 4.03
O -2.10 -0.57 7.20
N -0.98 -0.23 6.85
O 0.11 -0.57 7.34
O -0.93 0.56 5.72

Results
M: 746.8 g mol⁻¹
total charge: 0
E_tot: -65978.76289 eV
relative energy (zero: lowest compared OMol25 entry of this formula, charge and spin): 0.000 eV


Record 7
The following is a quantum chemistry calculation of a molecular structure, C27H35N6P2V, from the OMol25 dataset.

Cartesian coordinates (Å):
V -1.28 0.21 0.11
C -1.65 1.10 3.77
P -1.27 1.71 2.10
C -2.27 3.24 1.98
C 0.44 2.34 2.18
C 0.99 2.82 3.36
C 2.30 3.29 3.39
C 3.06 3.28 2.23
C 2.51 2.81 1.05
C 1.21 2.32 1.01
P 0.50 1.64 -0.53
C 0.39 3.13 -1.59
C 1.88 0.72 -1.29
H -0.97 0.28 4.02
H -2.66 0.70 3.76
H -1.58 1.88 4.53
H -2.02 3.93 2.78
H -3.32 2.98 2.04
H -2.08 3.72 1.02
H 0.41 2.83 4.27
H 2.72 3.65 4.32
H 4.08 3.64 2.25
H 3.12 2.82 0.15
H 1.36 3.62 -1.68
H -0.32 3.84 -1.17
H 0.05 2.86 -2.59
H 2.77 1.33 -1.45
H 1.57 0.32 -2.25
H 2.13 -0.12 -0.63
N -0.13 -0.97 0.70
C 0.68 -1.95 0.92
C 1.44 -2.08 2.17
C 2.05 -3.29 2.53
C 2.77 -3.40 3.71
C 2.90 -2.31 4.56
C 2.30 -1.11 4.21
C 1.59 -0.99 3.04
C 0.84 -2.92 -0.19
C -0.27 -3.54 -0.75
C -0.14 -4.38 -1.85
C 1.10 -4.61 -2.41
C 2.23 -4.01 -1.86
C 2.10 -3.18 -0.75
H 1.95 -4.15 1.88
H 3.22 -4.35 3.97
H 3.46 -2.40 5.48
H 2.41 -0.25 4.86
H 1.15 -0.04 2.76
H -1.24 -3.39 -0.30
H -1.02 -4.87 -2.26
H 1.21 -5.26 -3.27
H 3.21 -4.19 -2.28
H 2.98 -2.72 -0.31
N -2.54 -0.08 -5.42
C -2.08 -0.91 -4.30
C -1.70 -0.03 -3.12
N -1.52 -0.77 -1.86
H -2.86 -0.66 -6.17
H -1.76 0.46 -5.79
H -4.37 1.58 -5.16
H -1.24 -1.57 -4.56
H -2.91 -1.55 -4.00
H -2.48 0.71 -2.98
H -0.77 0.52 -3.32
H -0.69 -1.35 -1.89
H -2.28 -1.44 -1.76
N -4.62 2.16 -4.37
C -4.80 1.94 -3.23
N -5.05 1.78 -2.01
C -4.03 1.51 -1.22
N -3.14 1.21 -0.54

Results
M: 556.5 g mol⁻¹
total charge: +1
<S²>: 1.003
E_tot: -81767.68471 eV
relative energy (zero: lowest compared OMol25 entry of this formula, charge and spin): 0.088 eV
spin multiplicity: 2